Entry 1:
Below is the ion C17H32NO2 with charge +1 in a non-equilibrium geometry, with properties calculated with ωB97M-V/def2-TZVPD.

Summary:
Net charge = +1
Highest occupied orbital energy = -13.0 eV
SMILES = CCCC(CCC)C(=O)O[C@H]1C[C@H]2CC[C@@H](C1)[N+]2(C)C
LUMO = -2.51 eV
Energy relative to the best compared isomer or geometry (same formula, charge and spin) = 0.0 kcal per mole

Positions of all 52 atoms, in Å:
C 2.7233 3.0131 0.8859
C 1.8561 2.5733 2.0589
C 0.9398 1.3973 1.7196
H 0.2242 1.2537 2.5330
H 0.3830 1.6485 0.8129
C 1.6927 0.0715 1.4937
C 0.7108 -0.9550 0.9846
O 0.3508 -1.9554 1.5396
O 0.2360 -0.6173 -0.2441
C -0.6247 -1.5709 -0.8688
C -0.5798 -1.3125 -2.3801
H -0.7180 -2.2438 -2.9279
C -1.5876 -0.2540 -2.8259
H -1.5352 -0.1297 -3.9096
C -1.3705 1.0596 -2.0635
H -0.3266 1.1524 -1.7754
H -1.6214 1.9260 -2.6733
C -2.2786 0.9435 -0.8262
H -1.7053 1.0073 0.0950
H -3.0282 1.7327 -0.7938
C -2.9204 -0.4418 -0.9547
C -2.0517 -1.5102 -0.2947
H -2.5181 -2.4926 -0.3612
H -1.9798 -1.2849 0.7706
H -3.9303 -0.4826 -0.5411
N -2.9807 -0.6556 -2.4394
C -3.3587 -2.0194 -2.8433
H -4.3728 -2.2266 -2.5054
H -3.3289 -2.0957 -3.9290
H -2.6961 -2.7679 -2.4246
C -3.9700 0.2495 -3.0574
H -3.7566 1.2886 -2.8333
H -4.9655 0.0109 -2.6871
H -3.9592 0.1189 -4.1381
H 0.4185 -0.9480 -2.6270
H -0.2124 -2.5639 -0.6452
H 2.4179 0.2271 0.6890
C 2.4054 -0.4399 2.7545
C 3.9275 -0.3489 2.6606
C 4.5893 -0.8689 3.9304
H 4.3168 -1.9070 4.1049
H 4.2763 -0.2838 4.7920
H 5.6713 -0.8067 3.8492
H 4.2294 0.6875 2.4970
H 4.2740 -0.9366 1.8072
H 2.0627 0.1217 3.6246
H 2.1252 -1.4826 2.9176
H 1.2265 3.4118 2.3643
H 2.4900 2.3163 2.9068
H 3.3063 3.8875 1.1620
H 2.1070 3.2732 0.0272
H 3.4165 2.2301 0.5890

Entry 2:
Below is a structure of composition C17H32NOPZr in a non-equilibrium geometry, with properties calculated with ωB97M-V/def2-TZVPD.

Summary:
Net charge = +2
Highest occupied orbital energy = -13.1 eV
LUMO = -9.10 eV

Positions of all 53 atoms, in Å:
C 2.2687 -0.2570 -3.9162
C 2.1199 0.9419 -3.1382
C 1.5984 0.8803 -1.8115
C 1.3612 -0.3942 -1.2610
C 1.3464 -1.5337 -2.0940
C 1.8555 -1.4651 -3.3905
C 1.4740 2.1712 -1.0425
C 0.2858 3.2668 -1.4724
N -1.1772 2.9722 -1.6822
Zr 0.3137 -1.0591 0.8724
C 0.7127 -2.8377 -1.5263
P -0.9253 -2.5603 -0.6899
H 2.4876 1.8949 -3.5073
H 1.9377 -2.4304 -3.9500
H 2.7249 -0.2054 -4.8963
H 1.3621 -3.3750 -0.8136
H 0.4288 -3.5559 -2.3078
H 1.5758 1.9813 0.0603
H 2.4400 2.7040 -1.2273
H 0.3321 3.9610 -0.5912
C -1.3981 -3.9738 0.2937
C -2.0648 -2.2081 -1.9624
H 0.6477 3.8311 -2.3962
C -1.5964 1.9646 -2.7132
C -2.1235 3.1822 -0.5267
H -1.6346 -0.4574 1.2615
H -2.0933 2.5193 -3.5863
H -0.7549 1.3045 -3.0661
H -2.2727 1.1663 -2.3213
H -2.8621 3.9882 -0.8171
H -2.6553 2.2740 -0.1784
H -1.5963 3.4598 0.4251
H -2.3632 -3.1747 -2.3795
H -2.9406 -1.6845 -1.5515
H -1.6383 -1.5840 -2.7574
H -1.6041 -4.7220 -0.4714
H -0.5783 -4.2553 0.9691
H -2.2975 -3.6913 0.8652
H -1.4700 0.1178 0.8002
C 1.9312 -0.7292 4.3030
C 0.6146 0.0087 3.9783
C -0.7222 -0.5988 4.4648
C 0.6826 1.5557 4.1017
O 0.5451 -0.2139 2.5387
H 2.1587 -0.6927 5.3746
H 2.7679 -0.2636 3.7393
H 1.8745 -1.7827 3.9578
H -0.7827 -0.4596 5.5568
H -1.5867 -0.1076 3.9622
H -0.8071 -1.6772 4.2097
H 1.5456 1.9292 3.5189
H -0.2241 1.9884 3.6347
H 0.7757 1.8871 5.1576

Entry 3:
Below is a structure of composition C17H33N2O2P2V in a non-equilibrium geometry, with properties calculated with ωB97M-V/def2-TZVPD.

Summary:
Highest occupied orbital energy (spin up / spin down) = -6.6 / -6.6 eV
LUMO (spin up / spin down) = -0.14 / -0.29 eV
Spin multiplicity = 3
Energy relative to the best compared isomer or geometry (same formula, charge and spin) = 0.0 kcal per mole

Positions of all 57 atoms, in Å:
C 1.1619 -1.4960 -3.8005
C 0.4839 -1.3640 -2.5603
N 0.4312 -0.1164 -1.9596
C 0.9325 0.9664 -2.5738
C 1.6395 0.8544 -3.7759
C 1.7496 -0.3919 -4.3899
C -0.0416 -2.4677 -1.8380
P -1.0398 -2.1952 -0.3742
V -0.3912 -0.0019 0.0322
P 0.3427 2.1519 -0.1571
C 0.7459 2.3330 -1.9311
O 2.7022 -2.8301 -0.6167
O 3.2622 -0.3041 0.0706
H 1.2277 -2.4947 -4.2307
H 2.0923 1.7642 -4.1717
H 2.3015 -0.4857 -5.3234
C -2.7509 -2.6123 -0.8113
C -0.5264 -3.5129 0.7709
H 1.6675 2.9284 -2.0107
H -0.0834 2.8928 -2.3982
H 1.8523 -2.9657 -1.0983
H 0.0205 -3.4533 -2.3124
C -0.7497 3.5287 0.2324
C 1.9027 2.5734 0.6522
H 0.9527 -0.9347 0.6705
H 3.8456 -0.3837 0.8385
H 3.0959 -1.2444 -0.2304
H 3.3507 -3.3511 -1.1154
H -1.6245 0.5015 -0.6663
H 1.2552 -0.1294 0.5573
H -2.7989 -3.6582 -1.1409
H -3.3866 -2.4615 0.0709
H -3.0923 -1.9490 -1.6159
H -0.8211 -4.4909 0.3666
H 0.5622 -3.4676 0.9136
H -1.0266 -3.3395 1.7328
H 2.1962 3.5733 0.3061
H 1.7501 2.5775 1.7389
H 2.6540 1.8129 0.3957
H -0.2335 4.4641 -0.0217
H -1.6848 3.4311 -0.3356
H -0.9732 3.5013 1.3072
C -3.5039 0.8484 1.0633
C -2.4965 0.8555 2.1340
C -2.6585 1.2727 3.4837
C -1.4051 1.1503 4.1005
C -0.4998 0.6571 3.1216
C 0.9332 0.4046 3.3233
N -1.1911 0.4770 1.9478
H -4.4639 1.1398 1.5077
H -3.6303 -0.1465 0.6040
H -3.2793 1.5758 0.2622
H -3.6045 1.6185 3.8871
H -1.1144 1.3804 5.1211
H 1.4075 1.3050 3.7474
H 1.0599 -0.3914 4.0733
H 1.4925 0.0996 2.4265

Entry 4:
Below is a structure of composition C17H34BiGeN4O4, with properties calculated with ωB97M-V/def2-TZVPD.

Summary:
Net charge = +3
Highest occupied orbital energy (spin up / spin down) = -17.4 / -17.4 eV
LUMO (spin up / spin down) = -9.87 / -11.07 eV
Energy relative to the best compared isomer or geometry (same formula, charge and spin) = 0.0 kcal per mole

Positions of all 61 atoms, in Å:
Bi 0.7659 1.4495 1.3843
O -3.9883 1.9350 5.1022
C -3.1476 2.9403 5.2544
O -3.3426 3.8769 5.9672
C -1.8398 2.9137 4.4896
C -0.8751 3.8884 4.7194
N 0.1472 3.6658 3.8907
N -0.0881 2.5871 3.1234
C -1.3007 2.1243 3.4797
C -1.8124 0.9114 2.7756
O -2.8412 0.3769 3.0600
O -1.0033 0.4627 1.8003
H -3.7023 1.2779 4.4422
H -0.8898 4.7071 5.4238
H 1.0138 4.1818 3.8317
C -2.5161 4.2319 -6.5974
C -1.3214 4.0086 -5.6642
C -0.6150 2.6965 -5.9615
C -0.3600 5.1954 -5.7059
N -1.8937 3.9733 -4.2839
N -1.8884 2.9278 -3.4749
H -2.1562 4.2185 -7.6257
H -2.9826 5.2024 -6.4234
H -3.2643 3.4466 -6.4888
H -0.1673 2.7751 -6.9505
H -1.3042 1.8492 -6.0009
H 0.1999 2.4962 -5.2621
H -0.0080 5.3248 -6.7283
H 0.5033 5.0319 -5.0613
H -0.8569 6.1208 -5.4112
H -2.4572 4.7608 -3.9788
H -1.5285 2.0797 -3.8964
H -2.6990 2.8261 -2.8753
C 3.1483 -3.5836 5.7955
C 4.5370 -2.9777 5.7024
C 4.8738 -2.6969 4.2452
C 4.0638 -1.4894 3.7154
Ge 2.2082 -1.9974 3.6104
C 1.5884 -3.2764 2.3013
C 1.5194 -4.7297 2.8263
C 0.4208 -4.9403 3.8608
C 0.3061 -6.3998 4.2833
H 2.8006 -3.7665 6.8127
H 3.0731 -4.5188 5.2425
H 2.3465 -2.8842 5.4139
H 5.2534 -3.6817 6.1273
H 4.6081 -2.0649 6.2971
H 4.6365 -3.5931 3.6609
H 5.9303 -2.4984 4.0709
H 4.4325 -1.2218 2.7223
H 4.1573 -0.6226 4.3697
H 1.1632 -1.2732 4.4715
H 2.2687 -3.2041 1.4499
H 0.5837 -2.9740 1.9953
H 2.4893 -5.0376 3.2232
H 1.3343 -5.3729 1.9638
H -0.5306 -4.5966 3.4442
H 0.6067 -4.3193 4.7473
H -0.0238 -7.0204 3.4503
H -0.4116 -6.5200 5.0927
H 1.2660 -6.7887 4.6281

Entry 5:
Below is a structure of composition C17H34HfO2P2 in a non-equilibrium geometry, with properties calculated with ωB97M-V/def2-TZVPD.

Summary:
Net charge = +2
Highest occupied orbital energy = -14.0 eV
LUMO = -7.98 eV
Energy relative to the best compared isomer or geometry (same formula, charge and spin) = 61.9 kcal per mole

Positions of all 56 atoms, in Å:
P 0.2857 -1.7387 -0.8596
P 2.1533 0.6652 -1.5127
C 0.0514 -0.8829 -2.4572
C 1.4085 -0.3602 -2.9043
H -0.7115 -0.1024 -2.3332
H -0.3353 -1.5623 -3.2149
H 2.0907 -1.1570 -3.1939
H 1.3421 0.4381 -3.6526
C 0.9954 2.0293 -1.8961
H 0.8784 2.7138 -1.0503
H 0.0490 1.6313 -2.2738
H 1.5565 2.4803 -2.7324
C 3.6268 1.6797 -1.7470
H 3.3713 2.2399 -2.6489
H 4.5271 1.0911 -1.8966
H 3.7028 2.3511 -0.8770
C -1.1952 -2.8370 -1.2114
H -1.2460 -3.6590 -0.4974
H -1.0501 -3.2823 -2.2068
H -2.1533 -2.3135 -1.2281
C 1.4342 -3.1367 -1.1216
H 2.5112 -2.9624 -0.9674
H 1.2498 -3.4633 -2.1635
H 1.0550 -3.9322 -0.4401
Hf 2.2859 -0.9429 0.3155
C -2.2427 2.8177 1.3304
C -3.0613 2.8793 0.2809
C -3.5025 1.7560 -0.6261
C -3.9395 0.4647 0.1421
C -2.8841 -0.5540 0.2495
C -1.6064 -0.3304 0.6160
C -0.7903 0.9084 0.6396
C -1.5278 1.6299 1.8089
C 3.9519 -2.1042 1.1786
H -2.1912 3.6621 2.0392
H -3.4659 3.8472 -0.0444
H -2.6446 1.4615 -1.2807
H -4.3473 2.0468 -1.2788
H -4.4356 0.7405 1.0843
H -4.7434 -0.0396 -0.4194
H -3.2443 -1.5961 0.3725
H -1.0940 -1.0511 1.2018
H -0.7849 1.5117 -0.2584
H 0.2467 0.7485 0.9386
H -2.2487 0.9144 2.2247
H -0.8634 1.8582 2.6324
H 4.8756 -1.7843 1.6911
H 4.2679 -2.7156 0.3173
H 3.4664 -2.7957 1.8884
C 0.4558 0.5797 4.7995
O 0.8337 -0.2199 3.6300
C 1.4804 -0.2925 2.5075
O 1.1968 -1.4504 1.9175
H -0.4156 0.0249 5.1356
H 0.1144 1.5701 4.4921
H 1.2603 0.5253 5.5606

Entry 6:
Below is a structure of composition C17H34HgO2P2 in a non-equilibrium geometry, with properties calculated with ωB97M-V/def2-TZVPD.

Summary:
Highest occupied orbital energy (spin up / spin down) = -2.8 / -3.4 eV
LUMO (spin up / spin down) = 0.02 / 0.04 eV
Energy relative to the best compared isomer or geometry (same formula, charge and spin) = 83.2 kcal per mole

Positions of all 56 atoms, in Å:
P 2.3436 2.0087 0.0399
P -1.3446 1.5085 1.9496
C 0.6438 1.8367 -0.5010
C -0.5852 2.2001 0.3948
H 0.4990 0.8070 -0.8716
H 0.5792 2.4833 -1.3973
H -0.6272 3.2842 0.5931
H -1.4369 1.9668 -0.2726
C -2.6636 0.4220 1.4278
H -3.3806 0.3039 2.2411
H -2.2821 -0.5388 1.0502
H -3.1932 0.9441 0.6115
C -2.3742 2.9316 2.4974
H -3.2676 2.5398 3.0203
H -2.7406 3.5437 1.6509
H -1.8147 3.5595 3.2125
C 3.3407 0.6696 -0.6300
H 4.3964 0.9412 -0.4702
H 3.1550 0.5382 -1.7071
H 3.1149 -0.2613 -0.0874
C 3.1260 3.5201 -0.5136
H 2.4570 4.3785 -0.4844
H 3.4996 3.4141 -1.5327
H 3.9820 3.7345 0.1292
Hg 0.3257 -2.5400 -0.4666
C -1.7120 -2.1249 -1.5789
C -1.5272 -3.5167 -1.3288
C -1.2139 -4.4636 -2.4750
C 0.1126 -4.1624 -3.2580
C 1.0476 -3.2046 -2.5867
C 0.9107 -1.8022 -2.5362
C -0.1898 -1.0958 -3.3073
C -1.5822 -1.6529 -3.0152
C 2.4010 1.9400 1.8291
H -2.3813 -1.5585 -0.9047
H -2.0729 -3.9414 -0.4814
H -2.0512 -4.4658 -3.2042
H -1.1800 -5.4662 -2.0165
H 0.6408 -5.1187 -3.2937
H -0.0563 -3.9433 -4.3313
H 2.0880 -3.5229 -2.5337
H 1.8318 -1.2149 -2.4412
H -0.0987 -1.1061 -4.4086
H -0.1813 -0.0301 -3.0371
H -2.3443 -0.8791 -3.1969
H -1.8329 -2.4384 -3.7505
H 1.3949 2.0457 2.2628
H 3.0307 2.7885 2.1552
H 2.8407 0.9748 2.1360
C -0.4602 0.6870 5.7048
C -0.5665 0.3207 4.2659
O -0.6257 1.3875 3.3597
O -0.6840 -0.8341 3.8441
H -0.8113 1.7044 5.9538
H 0.5792 0.5586 6.0391
H -1.0587 -0.0606 6.2512

| no. | total energy (Ha) |
| --- | --- |
| 1 | -871.99921 |
| 2 | -1184.60075 |
| 3 | -2554.18333 |
| 4 | -3478.62485 |
| 5 | -1548.54059 |
| 6 | -1654.36812 |